[1]
The following is a DFT calculation (ωB97M-V with the def2-TZVPD basis set) of a structure of composition C15H22NO5S3Zr at a distorted geometry.

Output
* charge: +3
* E: -61402.1495 eV
* ΔE to the lowest compared entry with this formula, charge and spin: 14.29 kcal per mole
* HOMO: -17.033 eV

Last column: Mulliken charge in e.
Positions of all 47 atoms, in Å:
Zr: 0.626 -0.248 -0.493  0.61
O: 2.931 -1.390 2.881  -0.35
C: 2.069 -1.250 1.955  0.51
O: 2.147 -0.408 1.023  -0.56
C: 0.884 -2.137 1.954  0.30
C: 0.580 -3.196 2.788  -0.58
C: -0.596 -3.909 2.534  -0.46
C: -1.427 -3.554 1.476  -0.78
C: -1.054 -2.468 0.698  0.56
N: 0.069 -1.789 0.940  0.35
C: -1.783 -1.921 -0.527  0.19
O: -2.827 -2.303 -0.918  -0.42
O: -1.044 -0.925 -1.079  -0.43
H: 3.695 -0.783 2.855  0.44
H: 1.238 -3.465 3.605  0.61
H: -0.858 -4.754 3.160  0.51
H: -2.336 -4.098 1.251  0.59
C: -2.705 2.788 1.212  -0.74
C: -1.332 2.865 1.865  -0.75
S: -0.003 1.677 1.320  0.29
C: 1.148 2.734 0.344  -0.89
C: 0.617 3.190 -1.005  -0.38
S: 0.263 1.795 -2.150  -0.07
C: -1.531 1.954 -2.551  -0.77
C: -2.534 1.834 -1.407  0.12
S: -2.779 3.403 -0.498  -0.05
H: -3.359 3.455 1.776  0.48
H: -3.140 1.791 1.261  0.35
H: -1.412 2.658 2.933  0.53
H: -0.885 3.850 1.736  0.44
H: 2.069 2.148 0.245  0.32
H: 1.389 3.605 0.956  0.65
H: 1.362 3.820 -1.493  0.57
H: -0.306 3.756 -0.901  0.23
H: -1.695 1.163 -3.284  0.48
H: -1.632 2.907 -3.070  0.55
H: -2.242 1.082 -0.692  -0.55
H: -3.499 1.544 -1.823  0.53
C: 1.441 -2.374 -2.185  -0.92
C: 2.764 -1.635 -2.056  -0.41
O: 2.454 -0.248 -1.671  -0.38
H: 1.595 -3.312 -2.720  0.54
H: 0.733 -1.791 -2.784  0.23
H: 1.019 -2.666 -1.208  0.37
H: 3.292 -1.636 -3.007  0.54
H: 3.403 -2.077 -1.292  0.27
H: 3.184 0.317 -1.959  0.33

[2]
The following is a DFT calculation (ωB97M-V with the def2-TZVPD basis set) of a structure of composition C15H23AlIN3O9P2 at a distorted geometry.

Output
* charge: +2
* E: -72076.2803 eV
* ΔE to the lowest compared entry with this formula, charge and spin: 58.92 kcal per mole
* HOMO (spin up / spin down): -15.449 / -15.423 eV

Last column: Mulliken charge in e.
Positions of all 54 atoms, in Å:
C: 0.400 -3.100 -0.488  -1.15
C: 0.700 -1.933 0.388  0.66
H: 0.232 -3.992 0.128  0.43
H: 1.247 -3.295 -1.164  0.49
H: -0.496 -2.927 -1.109  0.08
O: 0.778 -1.946 1.625  -0.39
I: -2.386 1.794 -0.871  0.06
Al: -0.676 0.190 -0.133  0.27
P: -2.685 -1.523 0.166  1.15
C: -2.344 -2.996 1.194  -1.29
C: -3.901 -0.703 1.257  -1.41
H: -4.822 -1.302 1.271  0.56
H: -4.792 -2.163 -0.854  0.46
H: -4.104 0.308 0.881  0.37
H: -3.624 -1.520 -2.058  0.23
H: -3.196 -3.150 1.871  0.49
H: -3.469 -0.639 2.263  0.32
C: -3.742 -2.170 -1.181  -1.31
H: -2.217 -3.871 0.545  0.36
H: -3.433 -3.194 -1.431  0.42
H: -1.426 -2.829 1.776  0.29
P: 0.005 0.132 -2.686  0.67
C: 1.466 1.183 -2.965  -1.27
C: 0.490 -1.445 -3.458  -1.24
H: -2.056 0.246 -3.968  0.38
H: -0.622 0.702 -4.951  0.55
H: -1.322 1.861 -3.761  0.44
C: -1.114 0.805 -3.972  -1.38
H: -0.279 -2.202 -3.253  0.32
H: 0.562 -1.288 -4.543  0.50
H: 1.418 2.074 -2.322  0.18
H: 1.471 1.485 -4.021  0.55
H: 1.455 -1.782 -3.059  0.35
H: 2.371 0.615 -2.721  0.44
C: 1.159 -0.695 -0.342  0.57
O: 2.303 -0.327 -0.475  -0.34
O: 3.771 1.858 5.505  -0.56
N: 3.898 2.544 4.470  0.99
O: 4.793 3.402 4.330  -0.55
C: 2.964 2.344 3.382  -0.75
C: 1.941 1.396 3.530  -0.47
C: 1.003 1.234 2.500  0.20
C: 1.157 1.972 1.267  1.27
O: 0.443 1.725 0.232  -0.15
C: 2.159 2.992 1.204  -0.97
C: 3.091 3.127 2.222  -0.09
N: 2.248 3.832 0.011  1.07
O: 1.318 3.881 -0.809  -0.61
O: 3.304 4.496 -0.117  -0.56
N: -0.057 0.317 2.687  0.68
O: -0.184 -0.306 3.729  -0.51
O: -0.960 0.155 1.733  -0.24
H: 1.858 0.786 4.424  0.72
H: 3.903 3.842 2.123  0.69

[3]
The following is a DFT calculation (ωB97M-V with the def2-TZVPD basis set) of a structure of composition C15H23BCaN6Si at a distorted geometry.

Output
* charge: 0
* E: -51862.5272 eV
* ΔE to the lowest compared entry with this formula, charge and spin: 0.00 kcal per mole
* HOMO: -5.935 eV

Last column: Mulliken charge in e.
Positions of all 47 atoms, in Å:
H: -2.677 -2.991 -1.363  0.40
N: -0.876 -1.888 -1.717  -0.32
B: 1.456 -1.173 -2.614  0.10
N: 0.223 -2.133 -2.538  -0.03
C: 0.031 -3.282 -3.216  -0.13
Ca: -1.503 -0.013 -0.392  1.74
H: 0.783 -3.620 -3.913  0.45
C: -1.199 -3.819 -2.841  -1.09
H: -1.642 -4.727 -3.200  0.38
C: -1.734 -2.924 -1.898  -0.16
H: 2.182 -1.477 -3.515  -0.14
C: 2.169 2.048 2.347  -1.22
H: 2.494 3.006 2.772  0.44
H: 2.398 2.056 1.273  0.22
H: 2.782 1.269 2.819  0.22
N: 2.253 -1.253 -1.272  0.12
N: 0.943 0.292 -2.789  -0.08
N: 1.562 -1.081 -0.099  -0.14
N: -0.019 0.831 -1.945  -0.25
C: 3.566 -1.436 -1.017  -0.19
C: 1.310 1.216 -3.699  -0.12
H: 4.267 -1.607 -1.821  0.44
H: 2.054 0.970 -4.442  0.44
C: 3.748 -1.340 0.365  -1.08
C: 0.584 2.384 -3.464  -1.09
C: 2.458 -1.090 0.890  -0.39
C: -0.218 2.114 -2.342  -0.16
H: 4.661 -1.426 0.915  0.39
H: 0.636 3.300 -4.019  0.39
H: 2.172 -0.925 1.922  0.59
H: -0.917 2.769 -1.830  0.41
H: 0.589 2.261 3.627  0.07
C: -3.155 2.037 1.473  -0.96
Si: -2.019 0.935 2.492  -0.09
C: -2.274 1.272 4.308  -1.16
C: -2.510 -0.841 2.093  -1.27
C: -0.251 1.254 1.950  0.46
C: 0.717 1.827 2.631  -0.36
H: -3.725 2.644 2.192  0.32
H: -3.882 1.474 0.865  0.37
H: -2.586 2.721 0.828  0.30
H: -3.326 1.527 4.505  0.32
H: -1.997 0.393 4.908  0.31
H: -1.637 2.111 4.621  0.27
H: -3.349 -0.908 1.374  0.41
H: -1.671 -1.470 1.745  0.51
H: -2.871 -1.289 3.030  0.36